ORCA calculation (ωB97M-V/def2-TZVPD) on 11 unconnected molecules or ions with the total composition C51H94Br22IN3O2 at a distorted geometry.

Atoms and positions in Å:
C 8.517415 0.649041 1.316804
C 8.506139 -0.920089 1.003066
C 9.978511 -1.495548 0.991914
C 10.297568 -2.385802 -0.258493
C 10.088427 -1.680649 -1.657285
C 10.624977 -0.205711 -1.755682
C 9.878172 0.530958 -2.967712
C 9.668883 2.073013 -2.584752
C 8.181111 2.271144 -2.091168
C 8.142415 3.491326 -1.099297
C 6.630449 3.972385 -0.866943
C 6.580168 4.665800 0.559876
C 6.147539 3.612946 1.658203
C 4.796327 3.942071 2.396934
C 3.707945 4.502790 1.412046
C 2.248566 4.536417 1.992074
C 1.312488 5.169700 0.871242
C -0.187633 4.895653 1.300576
C -1.101519 4.293090 0.192887
C -0.889480 3.062237 -0.393795
I 0.794196 1.797478 0.166878
C -1.952013 2.577018 -1.485906
O -1.670431 2.004675 -2.552071
C -3.432462 2.912821 -1.125612
C -4.535094 1.855809 -1.407183
C -5.987793 2.440438 -1.576614
C -6.853308 2.428496 -0.269491
C -7.017272 1.010787 0.394136
N -6.928766 -0.129058 -0.578243
C -8.114514 -0.955999 -0.327086
N -9.081635 -0.815517 -1.156107
N -8.216549 -1.890528 0.779930
C -3.624394 4.136189 -0.547226
C -2.383120 5.050276 -0.307220
O -2.394648 6.242535 -0.513106
H 8.383220 0.748857 2.419841
H 7.665119 1.090105 0.737702
H 9.440544 1.151659 0.945212
H 7.875824 -1.435105 1.778043
H 7.986688 -1.019940 0.015876
H 10.151658 -2.078150 1.942483
H 10.672835 -0.622572 1.019529
H 9.682092 -3.325384 -0.256047
H 11.370175 -2.730909 -0.206733
H 10.675743 -2.291985 -2.401190
H 9.018556 -1.757867 -1.985739
H 10.421697 0.423921 -0.856624
H 11.736525 -0.164843 -1.918899
H 10.473113 0.421574 -3.906817
H 8.859996 0.079900 -3.060325
H 9.813708 2.685403 -3.515536
H 10.416117 2.418769 -1.824609
H 7.466163 2.490333 -2.924832
H 7.786730 1.363255 -1.553397
H 8.716210 4.385051 -1.451554
H 8.519290 3.215996 -0.075434
H 6.013466 3.038615 -0.926836
H 6.287351 4.643863 -1.693037
H 5.990534 5.610502 0.568161
H 7.642335 4.954177 0.797114
H 6.027266 2.605203 1.172531
H 6.986431 3.480974 2.391975
H 4.915774 4.679287 3.235263
H 4.397694 2.986185 2.834691
H 3.974391 5.563325 1.151580
H 3.686855 3.944754 0.436153
H 1.912371 3.510713 2.285660
H 2.221049 5.149676 2.935694
H 1.483520 6.279970 0.891409
H 1.573344 4.812809 -0.151148
H -0.678987 5.824126 1.681880
H -0.178855 4.165964 2.151002
H -4.207302 1.252389 -2.295553
H -4.524206 1.150967 -0.527733
H -6.504277 1.809278 -2.343680
H -5.891947 3.503375 -1.917215
H -7.887062 2.776439 -0.548351
H -6.450422 3.121421 0.509132
H -7.943814 0.934448 1.028008
H -6.166132 0.884196 1.126293
H -6.131046 -0.717619 -0.321291
H -9.841885 -1.439149 -0.849003
H -7.443917 -2.555090 0.798198
H -8.280958 -1.373072 1.668316
H -4.637784 4.462626 -0.237777
Br 5.167142 0.284596 -3.241694
C 3.309348 0.792453 -2.939724
C 2.731204 1.506675 -4.132976
Br 3.359514 3.348217 -4.224889
H 3.288019 1.390647 -2.031255
H 2.783557 -0.145657 -2.764381
H 1.646847 1.579767 -4.046639
H 2.985217 1.035086 -5.079393
Br -12.482259 -2.073301 -0.415846
C -12.572259 -0.167061 -0.022925
C -13.998298 0.307371 0.078809
Br -14.814117 0.498188 -1.681439
H -12.003606 0.342945 -0.798176
H -12.061782 -0.049861 0.932749
H -14.037104 1.302538 0.518725
H -14.634300 -0.363555 0.651515
Br -0.453545 0.299766 -2.191485
C -0.551516 -1.589267 -2.713159
C 0.423762 -1.903159 -3.817573
Br -0.217437 -1.249786 -5.537307
H -1.586365 -1.788820 -2.983545
H -0.300722 -2.152283 -1.811320
H 0.530420 -2.977861 -3.946174
H 1.405977 -1.465115 -3.657770
Br 12.598765 -3.377050 2.731699
C 12.232048 -3.837133 4.586680
C 10.838224 -3.426151 4.986791
Br 10.725340 -1.506451 5.297987
H 13.007711 -3.369747 5.188756
H 12.341558 -4.919899 4.638780
H 10.561528 -3.884048 5.936077
H 10.088522 -3.670996 4.238020
Br -1.070247 -6.561405 -6.768232
C -1.909023 -6.663807 -5.014799
C -1.467515 -5.527833 -4.129007
Br 0.330137 -5.825627 -3.436200
H -1.671189 -7.642580 -4.605384
H -2.979608 -6.604613 -5.207269
H -2.103669 -5.460631 -3.246680
H -1.456974 -4.565818 -4.637759
Br -13.668570 4.001289 0.294640
C -15.592788 3.838799 0.037626
C -16.352128 4.451187 1.185435
Br -16.325752 3.290528 2.750144
H -15.806574 2.781702 -0.102172
H -15.801287 4.371973 -0.889075
H -17.405846 4.561392 0.931365
H -15.955343 5.414234 1.496951
Br -12.844534 -1.654532 -3.946118
C -11.393121 -2.693385 -4.723556
C -10.056046 -2.044547 -4.466243
Br -9.771468 -0.517129 -5.640794
H -11.616273 -2.809801 -5.781409
H -11.447075 -3.666455 -4.235820
H -9.245186 -2.734880 -4.697838
H -9.940806 -1.685295 -3.445489
Br 14.873261 -2.189654 -0.427547
C 16.726590 -2.365733 0.144225
C 16.825663 -3.046282 1.485590
Br 16.356370 -1.830991 2.933303
H 17.157158 -1.367423 0.138377
H 17.205038 -2.967942 -0.627374
H 17.853920 -3.344328 1.688603
H 16.176220 -3.914048 1.575144
Br 3.976859 -3.779381 -3.602192
C 3.152048 -3.889068 -1.842050
C 3.585760 -2.744047 -0.961715
Br 5.390228 -3.011198 -0.280416
H 3.404847 -4.864311 -1.432764
H 2.078583 -3.845178 -2.027691
H 2.954513 -2.682926 -0.074983
H 3.580231 -1.784354 -1.473860
Br -7.680419 -4.433659 4.505858
C -9.520048 -3.886951 4.839658
C -10.073922 -3.095592 3.684962
Br -9.388787 -1.272167 3.683489
H -9.522272 -3.336576 5.776874
H -10.073990 -4.815594 4.968111
H -11.154826 -2.991580 3.774807
H -9.834632 -3.524989 2.714243
Br -10.912719 -4.995947 8.307629
C -11.000781 -3.093973 8.718115
C -12.426897 -2.615898 8.796375
Br -13.200655 -2.407953 7.020252
H -10.418409 -2.577260 7.958878
H -10.506471 -2.988553 9.683069
H -12.474105 -1.623946 9.244561
H -13.075321 -3.290920 9.349270

Cartesian forces, eV/Å:
C -0.720 -1.159 -0.303
C 0.406 0.925 -0.064
C -0.576 -0.280 -0.005
C 0.274 -0.030 -0.142
C 0.842 -0.327 0.277
C -0.866 0.169 -0.976
C 0.797 0.753 1.245
C -0.799 -0.998 -1.207
C 0.896 1.151 0.845
C -1.661 0.072 0.067
C 1.027 -0.027 0.258
C 0.520 -0.697 -0.248
C -0.153 0.122 0.202
C -0.381 -0.187 -0.470
C -0.120 0.329 0.393
C 0.715 0.346 -0.785
C -0.176 0.234 1.608
C -0.585 0.011 -0.676
C 0.288 -1.460 -0.462
C -1.108 1.068 -0.338
I -0.582 1.628 0.656
C -0.163 0.238 -0.427
O -2.319 5.037 2.279
C 0.399 0.670 0.738
C 0.507 0.169 0.194
C 0.304 -0.234 0.238
C -0.789 -0.362 -0.290
C 1.516 0.314 0.784
N -1.180 -0.878 1.441
C -0.755 -0.071 -1.852
N 0.579 -0.349 1.104
N 0.385 0.754 -0.413
C 0.820 -0.998 -0.341
C -0.251 -0.699 -0.035
O 0.023 -0.897 0.500
H 0.194 0.489 -0.900
H 0.604 -0.100 0.915
H -0.580 -0.447 0.485
H 0.535 0.414 -0.802
H 0.583 -0.291 0.725
H -0.083 0.569 -1.058
H -0.326 -0.767 -0.006
H 0.429 0.790 0.122
H -0.927 0.360 0.091
H -0.679 0.516 0.561
H 0.854 0.309 0.439
H 0.018 -0.810 -0.476
H -0.972 -0.179 0.183
H -0.657 -0.025 0.639
H 0.888 0.275 -0.290
H -0.073 -0.326 0.921
H -0.683 -0.374 -0.563
H 0.756 -0.329 0.460
H 0.472 0.759 -0.478
H -0.207 -0.862 0.122
H -0.046 0.045 -1.089
H 0.162 0.879 0.275
H 0.358 -0.470 0.622
H 0.239 -0.839 0.053
H -1.030 -0.004 -0.258
H 0.076 0.969 0.356
H -0.845 0.138 -0.460
H 0.062 -0.649 -0.700
H 0.387 0.835 -0.190
H -0.225 -0.917 0.136
H 0.124 0.273 0.868
H 0.246 0.794 -0.406
H -0.039 -0.381 -0.913
H -0.138 -0.988 -0.197
H -0.308 0.032 0.820
H 0.453 -0.671 -0.380
H -0.098 0.473 -0.742
H -0.400 0.604 0.728
H 0.120 0.555 -0.810
H 0.355 0.776 0.637
H -0.274 -0.965 0.015
H 1.011 -0.103 0.220
H -0.308 -0.444 -0.595
H 0.714 0.285 -0.780
H -0.808 0.183 -0.559
H -0.148 0.448 -0.056
H 0.234 0.234 -0.075
H -0.039 0.345 0.164
H 0.329 -0.557 -0.572
H 0.889 0.118 -0.402
Br -0.047 0.030 0.115
C 0.174 -0.204 -0.094
C -0.221 0.245 0.058
Br 0.043 -0.071 -0.019
H -0.041 0.026 -0.112
H -0.054 0.101 -0.035
H 0.060 -0.069 0.052
H 0.043 -0.021 0.107
Br 0.007 -0.031 0.227
C 0.091 -0.109 0.154
C -0.081 0.141 -0.093
Br -0.049 -0.054 0.086
H -0.099 -0.020 0.006
H -0.067 0.034 -0.020
H 0.107 -0.071 0.012
H 0.103 -0.027 -0.063
Br 1.332 -5.287 -1.365
C 0.588 0.013 0.567
C -0.230 -0.231 -0.165
Br 0.088 0.058 0.052
H 0.091 0.041 -0.070
H 0.011 -0.154 -0.147
H 0.065 -0.031 -0.008
H -0.076 -0.035 0.003
Br 0.162 -0.025 0.083
C 0.025 -0.186 -0.273
C -0.001 0.133 0.297
Br -0.052 -0.049 -0.106
H -0.124 0.028 -0.002
H -0.072 0.048 0.039
H 0.057 -0.009 -0.057
H 0.120 -0.002 -0.009
Br 0.020 -0.063 0.092
C -0.083 0.079 -0.320
C -0.004 -0.049 0.312
Br -0.019 0.049 -0.075
H 0.024 0.113 0.043
H 0.047 0.051 0.071
H 0.000 -0.048 -0.068
H -0.001 -0.110 -0.070
Br -0.010 -0.006 -0.003
C 0.132 0.205 -0.106
C -0.213 -0.153 0.099
Br 0.064 0.070 -0.014
H -0.039 0.084 0.030
H -0.020 -0.018 0.061
H 0.073 -0.027 -0.048
H 0.036 -0.086 -0.060
Br 0.016 0.027 -0.310
C -0.138 -0.023 0.203
C 0.134 -0.015 -0.183
Br -0.016 -0.006 0.106
H 0.093 0.046 0.057
H 0.074 0.050 -0.004
H -0.082 -0.007 0.002
H -0.052 0.020 -0.072
Br 0.018 0.085 0.026
C -0.155 -0.179 -0.198
C 0.190 0.142 0.208
Br -0.038 -0.077 -0.030
H -0.031 -0.074 0.092
H 0.002 -0.009 0.086
H -0.040 0.029 -0.079
H -0.018 0.099 -0.080
Br -0.038 -0.038 0.065
C -0.096 0.160 -0.258
C 0.086 -0.149 0.322
Br -0.043 0.120 -0.088
H 0.021 0.111 0.045
H 0.036 0.022 0.056
H -0.015 -0.044 -0.074
H 0.048 -0.105 -0.051
Br -0.002 0.084 0.057
C 0.102 -0.239 -0.101
C -0.215 0.092 0.003
Br -0.210 0.130 0.485
H -0.027 -0.001 -0.099
H -0.034 0.089 -0.021
H 0.063 -0.013 0.051
H 0.046 0.051 0.063
Br 0.043 0.062 -0.080
C 0.063 -0.240 0.207
C -0.049 0.281 -0.159
Br -0.003 -0.077 0.045
H -0.113 0.028 0.043
H -0.068 0.028 -0.033
H 0.061 -0.058 -0.015
H 0.109 -0.015 -0.049

**Energy relative to the best compared isomer or geometry (same formula, charge and spin)**: 431.3 kJ/mol
**Gap between HOMO and LUMO**: 7.57 eV
**LUMO energy**: -0.9 eV
**Net charge**: 0
**Electronic energy**: -59240.207544 Eh